C6H5Cl3N2O | ωB97M-V with the def2-TZVPD basis set

Bonds (Å) are listed after each position.
Atoms and positions in Å:
1 Cl -2.2161 1.1718 -2.8062  C9 1.726
2 Cl 0.4854 0.5869 -3.2048  C9 1.731
3 Cl -0.2057 3.3493 -2.6642  C9 1.827
4 O -0.7729 2.3424 -0.0337  C10 1.191
5 N 0.2212 -0.5894 1.0644  C7 1.476, C11 1.322, C12 1.377
6 N -0.0578 -1.2821 -1.0235  C8 1.380, C11 1.326
7 C 0.3086 0.2412 2.2817  N5 1.476, H14 1.150, H16 1.075, H17 1.209
8 C 0.3014 -2.3511 -0.2275  N6 1.380, C12 1.315, H13 1.095
9 C -0.6132 1.6001 -2.3306  Cl1 1.726, Cl2 1.731, Cl3 1.827, C10 1.531
10 C -0.6144 1.4509 -0.8070  O4 1.191, C9 1.531, C11 1.899
11 C -0.1477 -0.2745 -0.1660  N5 1.322, N6 1.326, C10 1.899
12 C 0.5417 -1.9266 0.9940  N5 1.377, C8 1.315, H15 1.152
13 H 0.5925 -3.3308 -0.6216  C8 1.095
14 H -0.6463 0.3507 2.9129  C7 1.150
15 H 1.0567 -2.4730 1.8676  C12 1.152
16 H 1.0867 -0.1823 2.8902  C7 1.075
17 H 0.6800 1.3166 1.8743  C7 1.209

As for the lowest unoccupied orbital energy (alpha / beta): 0.624 / -3.584 eV. For the gap between HOMO and LUMO (alpha / beta), the calculation gives 7.1 / 6.0 eV. Its molar mass is 227.48 g/mol. As for the total charge: 0. The value obtained for the energy above the lowest of the compared OMol25 structures with the same formula, charge and spin is 3.8 kJ/mol. Its maximum force is 7.04 eV Å⁻¹. The energy is -1796.736819 Ha. Its multiplicity is 3. The HOMO energy (alpha / beta) is -6.5 / -9.6 eV.